Computed, not measured: an isolated molecule of C20H33NO4, with ωB97M-V/def2-TZVPD.

XYZ file:
```
58
Properties=species:S:1:pos:R:3:mulliken_charge:R:1
O 2.72703 -2.25128 -0.50808 -0.701
O -0.09320 1.96200 -0.81531 -0.220
O 0.05352 -0.20432 -1.63179 -0.490
O -5.58469 -2.36108 1.30746 -0.526
N 2.04031 -1.60848 -2.57160 -0.133
C -3.60690 -1.01693 0.79109 -0.214
C 1.21196 3.85229 -1.43238 -1.298
C -1.24107 1.55709 3.07604 -0.898
C 3.57702 -1.71363 -4.57186 -0.636
C -0.79355 0.79755 -1.11888 -0.790
C -2.48331 -0.82949 -0.22424 -1.475
C -0.13068 1.17823 2.09269 0.440
C 0.82152 -0.84031 -0.67765 0.375
C 0.56768 2.56463 -1.91547 -0.135
C 1.54673 2.16385 3.68356 -0.838
C 1.95603 -1.63855 -1.22391 -0.120
C -1.55647 0.33903 0.13405 0.225
C 3.03840 -2.30679 -3.30560 -0.169
C 1.16014 0.92764 2.87508 -0.958
C 0.43163 2.55884 4.64514 -0.719
C -0.86102 2.80048 3.87391 -0.839
C 0.59014 -0.77725 0.63240 -1.248
C 2.69222 -2.92721 -4.62503 -0.631
C -4.49481 -2.20959 0.43046 -0.665
C -0.56037 -0.04463 1.24469 0.587
H -0.72407 3.64070 3.18956 0.332
H -0.16518 2.76706 -2.71215 0.288
H 1.68547 -2.80205 -4.99434 0.236
H 3.70840 -2.82541 -2.63244 0.576
H 1.33953 -1.09000 -3.07971 0.216
H 1.97044 0.68495 2.18659 0.513
H 1.72362 4.34161 -2.25621 0.446
H 0.27646 1.75713 5.37102 0.314
H -2.17708 1.73861 2.54415 0.361
H -4.93725 -2.06467 -0.55784 0.317
H -2.92884 -0.64880 -1.20554 0.607
H 3.16423 -0.77357 -4.90609 0.229
H 3.13285 -3.87892 -4.87633 0.258
H -4.22577 -0.11789 0.82705 0.172
H -3.19051 -1.17430 1.78957 0.428
H -1.05365 -0.74671 1.92777 0.610
H 1.02174 0.07968 3.55050 0.322
H -5.24890 -2.47145 2.20412 0.326
H -1.40726 0.72624 3.76762 0.369
H 4.62762 -1.82827 -4.78690 0.256
H -1.89417 -1.74659 -0.29665 0.227
H -2.16044 1.19246 0.45067 0.775
H -1.66699 3.05834 4.56480 0.398
H -3.88895 -3.12770 0.40566 0.310
H 0.45304 4.52000 -1.03402 0.312
H 0.71346 3.45865 5.19607 0.364
H 1.74184 2.99286 2.99922 0.315
H -1.49953 0.99139 -1.94976 0.525
H 1.25546 -1.33175 1.27373 0.652
H 0.04055 2.01277 1.40928 0.148
H 2.46573 1.96595 4.23941 0.413
H 1.32979 1.88162 -2.31412 0.186
H 1.92861 3.63206 -0.64612 0.279
```

Output
**E_tot**: -1137.586228 a.u.
**LUMO**: 0.673 eV
**HOMO**: -8.90 eV
**Gap between HOMO and LUMO**: 0.3519 Ha
**Energy relative to the best compared isomer or geometry (same formula, charge and spin)**: 13.82 kJ/mol
**Spin multiplicity**: 1
**Molar mass**: 351.5 Da